Computed, not measured: C4H11N3O in the gas phase, with the ωB97M-V functional and the def2-TZVPD basis.

Geometry as XYZ:
```
19
Properties=species:S:1:pos:R:3:mulliken_charge:R:1
O -0.37 2.69 -1.37 -0.5305
N -0.10 -1.09 2.30 -0.6466
N -1.12 0.47 -0.12 -0.8012
N 0.22 -1.86 0.17 -0.2741
C 0.14 0.42 -0.97 0.4944
C 0.98 -0.64 -0.36 -0.9511
C -0.24 -2.01 1.43 -0.0314
C 0.71 1.82 -0.95 -0.7095
H -0.40 0.19 -1.95 0.3203
H 1.53 1.92 -1.70 0.3141
H 1.24 2.18 -0.05 0.2460
H -0.31 -1.47 3.23 0.2224
H -1.71 -0.31 -0.40 0.2351
H 1.62 -0.98 -1.15 0.3263
H -0.20 -2.58 -0.54 0.2742
H -1.08 2.40 -0.83 0.3870
H -0.85 -2.91 1.69 0.3297
H -0.87 0.06 0.79 0.3306
H 1.39 -0.14 0.55 0.4644
```

Values from the calculation:
E = -398.460806 Ha
Energy above the lowest of the compared OMol25 structures with the same formula, charge and spin = 2.540 eV
HOMO = -9.341 eV
Strongest force on any atom = 4.18 eV/A
Charge = 0
SMILES = [H]/N=C/NC[C@@H](N)CO

---

Computed, not measured: 9 unconnected molecules or ions with the total composition C38H61O27PS, with the ωB97M-V functional and the def2-TZVPD basis.

Geometry as XYZ:
```
128
Properties=species:S:1:pos:R:3:mulliken_charge:R:1
S 5.39 2.93 -0.68 -0.3481
P 5.11 3.33 1.22 0.2320
O -10.00 0.90 -0.36 -0.3660
O 1.46 -6.33 1.40 -0.3196
O 9.65 -6.13 -2.16 -0.3350
O -12.88 0.91 2.11 -0.2024
O 9.12 -6.69 -0.05 -0.3772
O -0.18 -5.01 2.25 -0.5475
O -13.32 -1.31 1.99 -0.5376
O 7.99 4.30 -1.70 -0.5015
O 5.97 -3.36 -3.00 -0.5657
O -1.16 1.48 -0.64 -0.3643
O 7.70 5.44 0.24 -0.2188
O 5.43 2.06 3.73 -0.3721
O -6.84 1.08 -1.50 -0.3720
O -11.08 2.90 -0.37 -0.6166
O -5.68 1.96 0.22 -0.2896
O -11.77 1.20 -1.70 -0.3785
O 7.17 -1.73 -4.03 -0.3629
O 4.99 0.32 5.21 -0.4555
O 0.35 -0.14 -1.14 -0.5315
O 8.43 6.52 -1.59 -0.3528
O -0.14 -5.52 0.04 -0.3394
O 5.31 -0.73 2.13 -0.3833
O 10.01 -8.25 -1.44 -0.5421
O -13.62 -0.18 3.94 -0.3304
O -0.85 -0.22 0.80 -0.3219
O -5.62 -0.28 -0.15 -0.5521
O 5.68 -1.18 -2.43 -0.1769
C 6.25 -2.20 -3.14 0.5511
C 9.63 -7.13 -1.24 0.5981
C 8.13 6.73 0.65 -0.5129
C 7.94 -4.71 0.70 -1.4782
C 3.08 -1.80 2.11 -0.2174
C 8.28 0.39 -4.41 -1.5057
C 8.89 -5.06 -1.61 -0.3227
C -10.96 1.77 -0.77 0.7981
C 5.05 1.80 2.33 0.3342
C -7.28 2.42 -1.32 0.8616
C -12.13 -1.05 -2.54 -1.4914
C -13.28 -0.29 2.62 0.6003
C -2.63 0.15 2.39 -1.4268
C -12.32 3.08 3.04 -1.3966
C -10.35 -0.37 -0.88 -0.4539
C -6.13 3.04 -0.59 -0.4330
C 0.89 -6.05 -0.79 0.6669
C -1.60 0.77 1.48 0.5297
C 0.32 -6.71 -2.02 -1.5129
C 8.03 5.32 -1.08 0.5603
C 1.87 -2.08 1.07 -0.2200
C -11.13 0.00 -2.11 0.6335
C 5.92 0.56 1.82 -0.2459
C 6.98 -0.32 -4.08 0.5801
C -2.20 1.55 0.34 -0.2324
C 0.33 -5.57 1.32 0.6527
C 9.00 8.69 -0.68 -1.4644
C -13.20 1.11 4.35 -0.5010
C 1.58 -7.00 0.15 -0.5049
C 9.07 -5.27 -0.14 0.5955
C 4.53 1.25 4.51 0.2021
C 4.22 -1.03 1.23 -0.2847
C -0.47 0.33 -0.40 0.6127
C 6.45 -0.02 -2.72 -0.3056
C -13.26 1.89 3.07 0.4688
C -6.01 0.82 -0.45 0.7569
C -7.58 3.08 -2.66 -1.6164
C 8.06 7.51 -0.63 0.4812
H 2.35 -2.49 0.11 0.1473
H 8.71 9.45 0.05 0.3768
H 3.69 -0.09 0.82 0.2004
H -0.36 -7.53 -1.75 0.3602
H -11.63 -1.96 -2.87 0.3891
H 6.18 4.24 1.60 0.0058
H -12.19 1.03 4.77 0.3169
H 8.68 0.04 -5.36 0.3805
H 6.97 -5.10 0.38 0.3229
H 10.03 8.39 -0.47 0.3541
H 8.06 -5.00 1.75 0.3771
H -10.95 -0.90 -0.13 0.2514
H -8.19 2.40 -0.71 -0.0111
H -3.10 1.09 -0.08 0.0673
H -12.32 3.53 2.04 0.2934
H -10.46 0.24 -2.95 0.1982
H 1.08 -7.97 0.23 0.3161
H -6.43 3.89 0.03 0.3548
H 7.47 7.13 1.42 0.3368
H 2.62 -7.16 -0.11 0.3139
H -2.41 2.58 0.61 0.3297
H -14.28 2.21 2.84 0.2336
H 1.07 -2.78 1.49 0.0873
H 3.50 -2.80 2.50 0.2541
H 6.24 -0.11 -4.86 0.2846
H -11.29 2.78 3.24 0.3436
H -7.94 4.10 -2.52 0.3721
H 10.03 -4.88 0.21 0.2331
H 7.91 -3.62 0.64 0.3952
H 8.13 1.47 -4.47 0.3856
H -3.20 0.91 2.93 0.3934
H 9.04 0.19 -3.65 0.3596
H 7.04 7.83 -0.85 0.2588
H -12.62 3.84 3.76 0.4042
H -0.27 -5.99 -2.60 0.3626
H -9.47 -0.96 -1.11 0.3355
H 6.96 0.53 2.32 0.3456
H -13.87 1.51 5.12 0.3152
H 7.23 0.07 -1.95 0.2241
H -3.33 -0.48 1.83 0.2930
H 1.11 -7.10 -2.66 0.3871
H -5.31 3.35 -1.24 0.2691
H 5.83 0.87 -2.69 0.0777
H -6.70 3.09 -3.29 0.4245
H 3.39 1.39 4.51 0.3642
H 7.85 -5.16 -1.95 0.2408
H 9.14 6.64 1.06 0.3115
H 9.28 -4.09 -1.95 0.2870
H -2.15 -0.50 3.13 0.3960
H 4.52 -1.69 0.36 0.1649
H 2.76 -1.10 2.95 0.1338
H -12.82 -1.29 -1.73 0.3199
H -12.74 -0.67 -3.37 0.3665
H 1.55 -5.22 -1.07 0.1886
H 8.99 9.14 -1.67 0.3593
H 6.12 0.55 0.69 -0.0719
H 3.81 3.98 1.36 0.0948
H -8.34 2.51 -3.19 0.3118
H -0.91 1.38 2.06 0.1978
H 3.95 1.45 2.36 0.2081
H 1.44 -1.04 0.81 -0.1221
```

Values from the calculation:
E = -4255.621429 Ha
Energy above the lowest of the compared OMol25 structures with the same formula, charge and spin = 2.687 eV
HOMO = -8.744 eV
Strongest force on any atom = 5.24 eV/A
Charge = 0
SMILES = CCCOC[C@@H](OC=O)[PH2]=S.C[C@@H]1COC(=O)O1.C[C@@H]1COC(=O)O1.C[C@@H]1COC(=O)O1.C[C@@H]1COC(=O)O1.C[C@@H]1COC(=O)O1.C[C@@H]1COC(=O)O1.C[C@@H]1COC(=O)O1.C[C@@H]1COC(=O)O1

---

Computed, not measured: a molecular structure, C44H51MnN4P2SSi2, with the ωB97M-V functional and the def2-TZVPD basis.

Geometry as XYZ:
```
105
Properties=species:S:1:pos:R:3:mulliken_spin:R:1
Mn 0.30 -1.01 0.27 3.8760
S 0.69 -3.16 1.38 -0.0302
P -1.82 0.28 -0.71 -0.0225
P 1.51 1.32 -0.32 -0.0338
Si -2.25 -2.75 -1.11 -0.0020
Si 3.58 -0.74 0.80 -0.0154
N -1.57 -1.27 -0.69 0.0613
N 2.17 -0.05 0.17 0.0908
N -0.22 -0.58 2.83 0.0294
N 1.39 -2.04 -2.45 0.0284
C 0.00 -3.98 5.30 -0.0042
C -0.15 0.72 -0.31 -0.0867
C -0.40 -2.80 5.85 0.0096
C 0.26 -2.95 3.08 -0.0521
C -1.78 1.37 -3.27 0.0009
C -0.60 0.55 3.39 -0.0009
C -0.44 -1.65 5.03 -0.0009
C 0.01 -1.23 -4.53 -0.0011
C -4.51 1.16 -3.58 0.0014
C 3.22 2.36 -4.49 0.0023
C 4.06 -2.36 0.04 0.0050
C 5.07 0.42 0.61 -0.0026
C -3.75 1.63 -4.63 -0.0024
C -0.14 -1.70 3.65 0.0653
C -2.37 1.72 -4.48 0.0037
C -2.57 0.90 -2.21 0.0017
C 3.31 4.39 2.56 -0.0025
C -3.23 -0.31 1.57 0.0094
C -4.07 -0.11 2.66 0.0033
C 2.12 3.08 -4.00 -0.0008
C -3.50 -2.45 -2.50 0.0000
C -1.08 -4.04 -1.74 0.0150
C 3.49 -1.03 2.65 0.0044
C 2.86 3.15 3.02 0.0026
C -0.91 0.68 4.77 0.0066
C -3.68 1.88 0.75 0.0100
C -3.93 0.80 -2.37 -0.0040
C 0.34 -4.03 3.93 0.0072
C -4.74 1.10 2.76 -0.0006
C 0.80 -1.69 -3.38 0.0077
C 3.77 1.37 -3.69 -0.0020
C 1.54 2.80 -2.78 -0.0078
C 2.08 2.63 0.80 0.0105
C -0.82 -0.38 5.58 0.0000
C -0.84 1.85 2.64 -0.0006
C 3.21 1.10 -2.45 0.0031
C 0.73 -0.18 -5.37 0.0012
C 3.25 4.69 1.22 0.0031
C 2.57 3.83 0.32 0.0029
C -2.99 0.69 0.63 0.0090
C -4.56 2.08 1.80 0.0018
C 2.09 1.79 -1.96 0.0188
C 2.23 2.28 2.15 -0.0048
C -3.15 -3.61 0.31 0.0012
H 3.43 -0.09 3.20 0.0011
H 4.96 1.37 1.11 0.0000
H -2.70 -1.26 1.44 -0.0074
H 5.33 0.63 -0.43 0.0005
H -0.34 2.64 3.18 0.0024
H -4.18 -0.88 3.41 0.0001
H -5.43 1.26 3.59 0.0001
H 3.60 0.34 -1.80 0.0039
H 1.68 3.88 -4.60 -0.0001
H -1.18 1.67 5.13 0.0018
H -1.74 2.04 -5.33 0.0001
H 0.07 0.21 -6.16 0.0001
H 3.64 2.59 -5.46 0.0001
H -4.54 0.37 -1.58 -0.0004
H 2.97 2.88 4.05 0.0001
H 2.55 4.07 -0.73 -0.0012
H -0.05 -3.97 -1.36 -0.0055
H -0.71 1.45 -3.13 0.0062
H -3.56 2.63 -0.01 0.0019
H 3.24 -3.07 0.19 -0.0021
H -0.27 -2.07 -5.16 -0.0001
H -3.60 -4.53 -0.08 0.0003
H 3.75 5.09 3.28 -0.0002
H -5.11 3.02 1.90 0.0001
H -3.96 -3.04 0.75 0.0000
H 1.88 1.33 2.53 0.0067
H 4.40 -1.52 2.95 0.0001
H -0.69 -2.73 6.90 0.0004
H 2.63 -1.62 2.96 0.0010
H 1.09 0.65 -4.75 -0.0006
H -4.21 1.92 -5.56 -0.0001
H 3.74 5.58 0.85 0.0001
H -1.08 -4.00 -2.83 0.0006
H -1.03 -0.30 6.64 0.0001
H 4.65 0.82 -4.00 0.0000
H -2.44 -3.89 1.09 -0.0007
H -1.90 2.13 2.69 -0.0013
H -4.41 -1.95 -2.16 0.0001
H -0.91 -0.81 -4.13 0.0014
H -3.07 -1.80 -3.28 0.0002
H -5.58 1.07 -3.71 -0.0001
H 5.94 0.01 1.10 -0.0008
H -3.84 -3.37 -2.97 -0.0004
H -0.52 1.83 1.61 -0.0216
H 1.60 -0.65 -5.87 0.0000
H 4.94 -2.72 0.59 0.0002
H 4.29 -2.31 -1.03 0.0000
H 0.68 3.39 -2.45 -0.0033
H 0.06 -4.88 5.90 -0.0005
H 0.79 -4.93 3.57 0.0000
H -1.49 -5.01 -1.51 0.0007
```

Values from the calculation:
E = -4737.335886 Ha
HOMO (alpha / beta) = -6.870 / -7.009 eV
Expectation value of S² = 6.130
2S+1 = 5
Strongest force on any atom = 2.96 eV/A
Charge = 0

---

Computed, not measured: 2 unconnected molecules or ions with the total composition CH4N2O2, with the ωB97M-V functional and the def2-TZVPD basis.

Geometry as XYZ:
```
9
Properties=species:S:1:pos:R:3:mulliken_spin:R:1
O -0.83 -0.52 0.79 0.1345
O -0.10 1.39 1.88 0.6736
N -0.48 0.24 1.82 1.0756
N 0.32 0.64 -1.11 0.0254
C -0.25 -0.57 -0.69 0.0841
H 0.28 -1.55 -0.34 0.0017
H 1.80 0.28 -0.71 -0.0019
H 0.15 1.12 -0.18 -0.0040
H -0.89 -1.03 -1.46 0.0109
```

Values from the calculation:
E = -300.144466 Ha
Energy above the lowest of the compared OMol25 structures with the same formula, charge and spin = 5.472 eV
HOMO (alpha / beta) = -7.814 / -10.488 eV
Expectation value of S² = 2.009
2S+1 = 3
Strongest force on any atom = 6.25 eV/A
Charge = 0

---

Computed, not measured: 3 unconnected molecules or ions with the total composition C45H66F3N4O3PS, with the ωB97M-V functional and the def2-TZVPD basis.

Geometry as XYZ:
```
123
Properties=species:S:1:pos:R:3:mulliken_charge:R:1
S 2.13 -1.25 -1.61 0.2885
P -1.33 -5.60 -0.44 0.0724
F 0.77 2.69 5.75 -0.2871
F 0.00 1.89 3.89 -0.2536
F 0.07 4.04 4.23 -0.2738
O -2.63 0.29 1.99 -0.4792
O 6.40 2.53 0.82 -0.4588
O 1.56 -4.53 -2.70 -0.3531
N -0.21 0.39 -1.01 1.4398
N -2.81 -0.62 -0.21 -0.4924
N 3.60 -2.37 1.05 -0.3087
N 4.40 1.91 1.95 -0.5332
C -4.06 6.12 9.95 -1.1921
C 4.01 -2.39 -4.23 -1.1492
C -3.05 4.57 6.68 -0.4247
C 0.62 0.62 -7.02 -0.6177
C -2.95 3.07 6.41 -1.0529
C -2.49 0.25 -3.23 -0.7942
C -1.63 1.19 -2.80 -0.3837
C 2.07 3.36 2.34 -2.0677
C -0.46 -1.01 -0.89 -1.2043
C -2.32 4.43 9.15 -0.7195
C 2.92 -3.48 -4.46 0.0535
C 0.90 -0.85 -6.72 -0.9123
C -3.35 -3.17 1.62 -0.0319
C 0.91 1.86 0.63 0.0393
C 3.26 1.52 1.15 1.7282
C 5.39 2.30 1.35 0.6687
C -2.68 -0.10 0.90 0.3429
C -1.91 -2.90 -0.38 0.1088
C 0.95 0.79 -0.28 -0.2665
C 4.58 -1.57 1.05 0.7998
C 2.16 0.11 -0.44 -0.5111
C -1.39 0.45 -9.40 -0.4718
C -1.77 0.26 -7.93 -0.8541
C -4.47 -3.19 2.34 -0.9701
C 2.05 2.22 1.33 0.8515
C 1.55 -4.23 -1.31 -1.3433
C 2.11 2.88 3.80 -0.6753
C 0.37 -3.32 -1.04 0.2236
C -0.19 0.85 -2.41 0.0158
C 5.75 -1.77 2.01 -1.4995
C -2.08 5.05 7.77 -0.5323
C -0.43 2.57 0.78 -1.8631
C -0.31 -6.72 -1.49 -0.9963
C 2.83 -4.51 -3.31 -0.7112
C -0.89 -3.83 -0.65 0.6973
C 0.55 -1.95 -1.15 0.3848
C 0.72 2.89 4.42 0.8358
C 4.59 -0.37 0.08 -1.2360
C -0.86 0.98 -6.94 0.1341
C 3.32 0.45 0.26 -0.1703
C -1.70 -1.52 -0.50 0.3581
C -3.71 4.65 9.73 -0.3813
C -3.30 -3.32 0.10 -1.7905
C -1.47 1.90 -9.86 -1.1976
C -1.14 -6.02 1.34 -1.0204
H -3.34 6.59 10.63 0.2900
H -4.39 -3.41 3.40 0.2617
H -2.02 -5.62 1.85 0.2128
H -1.24 1.98 -10.93 0.3851
H 3.56 -1.39 -4.22 0.2156
H -2.07 -0.15 -10.01 0.3771
H 3.00 -5.50 -3.77 0.2882
H 1.97 -2.96 -4.59 -0.0760
H 0.54 -1.12 -5.73 0.0767
H -0.39 0.06 -9.59 0.2437
H 1.98 -1.04 -6.75 0.3671
H 2.45 -3.70 -0.98 0.4413
H -3.77 4.13 10.69 0.3633
H 3.67 -4.36 -2.62 0.3481
H 2.59 1.92 3.94 0.4054
H 0.16 0.09 -3.11 -0.1304
H -3.23 2.48 7.28 0.3186
H 0.68 -6.93 -1.09 0.2943
H 6.71 -1.49 1.58 0.3533
H -1.58 4.85 9.84 0.3852
H -2.41 -3.00 2.14 0.4978
H -1.10 1.91 1.32 0.0048
H 4.62 -0.79 -0.93 0.1366
H -4.08 4.83 6.94 0.3009
H 1.02 0.88 -8.00 0.3741
H 2.99 3.92 2.16 0.5242
H -4.05 -2.66 -0.34 0.4886
H -3.52 0.23 -2.90 0.2247
H -1.06 4.82 7.46 0.2362
H 1.24 4.03 2.14 0.6920
H -5.05 6.21 10.40 0.3798
H 3.16 -3.97 -5.40 0.5699
H 5.51 0.20 0.24 0.5079
H 5.78 -2.83 2.29 0.4668
H 5.55 -1.21 2.93 0.3013
H -2.79 0.60 -7.78 0.4649
H -2.14 6.14 7.84 0.3375
H -3.52 -4.35 -0.18 0.7289
H -0.24 -6.33 -2.51 0.2174
H 3.73 -3.09 1.75 0.2329
H -0.84 2.72 -0.22 0.3685
H -1.22 0.77 -5.92 -0.3546
H 4.71 -2.37 -5.07 0.3776
H -0.28 -5.52 1.81 0.3128
H -3.63 2.80 5.59 0.3686
H -4.47 4.19 9.08 0.2426
H 0.43 -1.51 -7.45 0.3145
H -2.01 2.21 -2.72 0.2715
H -1.94 2.80 6.11 0.1269
H -1.77 -0.81 -7.71 0.3407
H 0.39 1.77 -2.50 0.5524
H -2.48 2.30 -9.71 0.2912
H 1.49 -5.14 -0.71 0.4785
H 2.69 3.61 4.39 0.3796
H -0.37 3.50 1.34 0.4437
H -1.13 -7.10 1.53 0.4845
H -2.19 -0.54 -3.92 0.2470
H -2.11 3.36 9.11 0.3043
H -2.82 5.11 5.76 0.3492
H 1.17 1.24 -6.30 0.3626
H -4.07 6.68 9.02 0.2843
H -0.77 2.54 -9.33 0.2838
H -0.97 2.06 -7.06 0.4098
H -5.44 -2.94 1.92 0.2950
H 4.60 -2.57 -3.33 0.3082
H -0.83 -7.68 -1.53 0.4867
```

Values from the calculation:
E = -3238.088864 Ha
HOMO = -7.529 eV
Strongest force on any atom = 1.94 eV/A
Charge = 0

---

Computed, not measured: C2H4N2S2 in the gas phase, with the ωB97M-V functional and the def2-TZVPD basis.

Geometry as XYZ:
```
10
Properties=species:S:1:pos:R:3:mulliken_charge:R:1
S 1.09 -0.56 2.73 -0.2765
S 0.59 1.18 1.33 0.3144
N -0.77 1.37 0.58 -0.3266
N 1.31 0.17 0.00 -0.4050
C -1.02 0.41 -0.38 -0.3152
C 0.34 -0.16 -0.77 0.0910
H 0.59 -0.71 -1.78 0.3227
H -1.53 0.72 -1.33 0.2553
H -1.87 -0.31 -0.02 0.2002
H 0.34 -1.59 2.28 0.1397
```

Values from the calculation:
E = -984.390202 Ha
Energy above the lowest of the compared OMol25 structures with the same formula, charge and spin = 3.393 eV
HOMO = -9.024 eV
Strongest force on any atom = 3.43 eV/A
Charge = 0

---

Computed, not measured: a molecular structure, CH4AlO2, with the ωB97M-V functional and the def2-TZVPD basis.

Geometry as XYZ:
```
8
Properties=species:S:1:pos:R:3:mulliken_spin:R:1
Al -1.60 -0.06 1.38 0.0090
O -0.81 0.88 0.06 0.2941
O 0.05 0.52 -0.84 0.6065
C 0.99 -0.50 -0.48 0.0182
H -2.27 1.41 1.16 0.0157
H 1.32 -0.38 0.55 0.0101
H 0.49 -1.47 -0.65 0.0374
H 1.83 -0.40 -1.18 0.0090
```

Values from the calculation:
E = -432.394191 Ha
Energy above the lowest of the compared OMol25 structures with the same formula, charge and spin = 0.000 eV
HOMO (alpha / beta) = -23.094 / -23.206 eV
Expectation value of S² = 0.755
2S+1 = 2
Strongest force on any atom = 2.23 eV/A
Charge = +2

---

Computed, not measured: a molecular structure, C16H17IN2O4Ti, with the ωB97M-V functional and the def2-TZVPD basis.

Geometry as XYZ:
```
41
Properties=species:S:1:pos:R:3:mulliken_charge:R:1
I 3.18 -2.83 -0.76 0.1388
Ti 0.31 -0.27 -0.47 0.4893
O 3.59 1.99 -0.92 -0.6717
O 2.11 0.31 -0.71 -0.2981
O -3.40 1.45 -0.92 -0.5723
O -1.61 0.03 -0.70 -0.4482
N 0.13 1.66 -0.51 0.4567
N 0.31 -2.39 -1.41 -0.1289
C 0.98 -4.66 -1.67 -0.5626
C -0.30 -5.02 -2.06 -0.1797
C 1.24 2.45 -0.71 -0.0367
C 0.18 0.00 2.72 0.7313
C -1.28 -4.04 -2.12 -0.8393
C -1.13 2.25 -0.68 -0.1861
C -0.12 4.42 -0.92 -0.4058
C 1.37 0.95 2.79 -1.3939
C 1.18 3.78 -0.91 -0.5278
C -1.13 0.77 2.73 -1.4200
C 1.25 -3.34 -1.35 0.0968
C 0.27 -0.92 1.51 -0.9389
C 2.47 1.60 -0.79 0.4370
C -2.06 1.27 -0.77 0.8626
C -0.92 -2.74 -1.80 -0.1951
C -1.23 3.67 -0.83 -1.0001
H 1.77 -5.40 -1.61 0.3554
H -2.22 4.11 -0.90 0.4716
H 1.34 1.65 1.95 0.1586
H -1.18 1.45 1.87 0.1582
H -1.99 0.10 2.67 0.3487
H -0.52 -6.05 -2.30 0.4031
H 0.20 -0.62 3.63 0.3573
H -0.18 5.50 -1.04 0.4278
H 2.09 4.33 -1.08 0.5266
H 1.36 1.52 3.72 0.4513
H -0.60 -1.59 1.46 0.4473
H -1.23 1.37 3.63 0.4549
H 2.32 0.40 2.73 0.3553
H 1.17 -1.56 1.56 0.4463
H -3.81 0.59 -0.79 0.3260
H -1.65 -1.94 -1.82 0.4956
H -2.29 -4.26 -2.42 0.4089
```

Values from the calculation:
E = -2177.601857 Ha
Energy above the lowest of the compared OMol25 structures with the same formula, charge and spin = 0.264 eV
HOMO (alpha / beta) = -6.427 / -6.382 eV
Strongest force on any atom = 1.33 eV/A
Charge = 0

---

> Among the records above, which one has the highest charge?

CH4AlO2

---

> What is the charge in the sixth record?

0

---

> E of number 3 (C44H51MnN4P2SSi2)?

-4737.335886 Ha